DFT (ωB97M-V with the def2-TZVPD basis set) results for a molecular structure, C36H44BCeN8.

Structure (ORCA input):
```
! RIJCOSX wB97M-V def2-TZVPD def2/J DEFGRID3
* xyz 2 2
Ce 3.76 -17.57 -0.12
C 5.61 -22.87 -0.41
C 5.87 -21.46 0.07
C 7.02 -20.91 0.59
C 6.72 -19.56 0.98
N 5.46 -19.27 0.57
N 4.93 -20.47 0.08
B 3.63 -20.34 -0.72
N 2.57 -19.66 0.15
N 1.56 -18.84 -0.44
C 0.45 -19.09 0.18
C 0.68 -19.92 1.37
C 2.00 -20.29 1.29
C 2.70 -21.16 2.27
C -0.84 -18.47 -0.13
C -1.76 -18.40 0.95
C -2.98 -17.79 0.84
C -3.37 -17.31 -0.44
C -2.47 -17.38 -1.49
C -1.20 -17.91 -1.35
N 4.02 -19.37 -2.08
N 3.18 -18.19 -2.32
C 3.04 -18.10 -3.67
C 3.85 -19.16 -4.27
C 4.43 -19.87 -3.27
C 5.41 -21.00 -3.38
C 2.10 -17.20 -4.30
C 2.04 -17.33 -5.70
C 1.12 -16.62 -6.49
C 0.31 -15.64 -5.84
C 0.38 -15.51 -4.43
C 1.30 -16.23 -3.70
C 7.67 -18.65 1.61
C 7.34 -17.45 2.27
C 8.25 -16.62 2.88
C 9.57 -17.00 2.73
C 9.98 -18.23 2.16
C 9.04 -18.99 1.49
H 6.41 -23.48 -0.02
H 5.64 -22.93 -1.52
H 4.59 -23.25 -0.18
H 7.97 -21.39 0.78
H 3.22 -21.34 -1.28
H -0.14 -20.26 1.99
H 2.70 -20.75 3.32
H 3.72 -21.30 1.95
H 2.20 -22.11 2.28
H -1.38 -18.79 1.89
H -3.65 -17.61 1.66
H -4.38 -16.89 -0.51
H -2.72 -17.02 -2.51
H -0.47 -17.90 -2.17
H 4.04 -19.27 -5.32
H 6.28 -20.94 -2.68
H 5.75 -21.07 -4.43
H 4.91 -21.96 -3.18
H 2.59 -18.17 -6.11
H 1.07 -16.74 -7.56
H -0.49 -15.08 -6.41
H -0.33 -14.79 -4.00
H 1.41 -16.01 -2.62
H 6.27 -17.20 2.23
H 8.01 -15.67 3.28
H 10.33 -16.38 3.25
H 11.05 -18.56 2.23
H 9.29 -19.77 0.78
C 4.41 -14.77 -1.90
N 4.99 -15.51 -0.76
C 6.29 -16.12 -1.23
C 5.15 -14.74 0.43
C 3.73 -14.41 1.09
N 2.99 -15.66 1.56
C 1.59 -15.52 1.31
C 3.43 -16.25 2.85
H 5.03 -13.87 -2.15
H 3.40 -14.39 -1.65
H 4.21 -15.47 -2.74
H 6.28 -16.63 -2.18
H 6.78 -16.80 -0.47
H 7.07 -15.34 -1.36
H 5.60 -13.76 0.28
H 5.76 -15.34 1.14
H 3.00 -14.01 0.37
H 3.92 -13.67 1.87
H 1.21 -14.58 1.66
H 1.07 -16.40 1.75
H 1.41 -15.68 0.28
H 4.33 -15.74 3.27
H 3.74 -17.27 2.64
H 2.57 -16.24 3.60
*
```

Values from the calculation:
molecular weight	739.73	g/mol
E_HOMO (spin up / spin down)	-13.341 / -13.343	eV
gap between HOMO and LUMO (spin up / spin down)	0.301 / 0.302	Eh
largest force on an atom	3.2	eV/A

Atomic partial charges in e from the Löwdin method, atoms 1 to 4: Ce 1.38; C 0.01; C -0.24; C 0.05



DFT (ωB97M-V with the def2-TZVPD basis set) results for C3H7N3O in the gas phase.

Structure (ORCA input):
```
! RIJCOSX wB97M-V def2-TZVPD def2/J DEFGRID3
* xyz 0 1
C 2.06 0.51 -0.61
N 0.62 0.39 -0.73
C -0.01 -0.19 0.20
N 0.48 -1.00 1.22
C -1.52 -0.19 -0.02
N -2.45 0.81 -0.09
O -1.76 -1.29 -0.48
H 2.63 -0.22 -1.20
H 2.37 0.45 0.44
H 2.30 1.51 -0.99
H -0.24 -1.41 1.80
H 1.12 -1.73 0.91
H -2.48 1.71 0.37
H -3.14 0.66 -0.82
*
```

Values from the calculation:
molecular weight	101.11	g/mol
E_HOMO	-8.929	eV
gap between HOMO and LUMO	0.356	Eh
SMILES	C/N=C(\N)C(N)=O
largest force on an atom	1.3	eV/A
relative energy (zero: lowest compared OMol25 entry of this formula, charge and spin)	127.9	kJ/mol

Atomic partial charges in e from the Löwdin method, atoms 1 to 4: C -0.14; N 0.03; C -0.38; N 0.12



DFT (ωB97M-V with the def2-TZVPD basis set) results for 2 unconnected molecules or ions with the total composition C6H10.

Structure (ORCA input):
```
! RIJCOSX wB97M-V def2-TZVPD def2/J DEFGRID3
* xyz 0 1
C -2.04 -0.16 0.15
C -0.74 0.12 0.23
C -0.12 1.45 0.06
C 1.19 1.40 0.29
C 1.66 0.01 0.65
C 0.39 -0.85 0.52
H -2.42 -1.16 0.31
H -2.77 0.62 -0.07
H -0.69 2.33 -0.20
H 1.86 2.25 0.25
H 2.08 -0.01 1.67
H 2.47 -0.32 -0.02
H 0.19 -1.44 1.42
H 0.48 -1.57 -0.31
H -0.50 -1.48 -2.80
H -0.99 -1.25 -2.29
*
```

Values from the calculation:
molecular weight	82.15	g/mol
E_HOMO	-8.408	eV
gap between HOMO and LUMO	0.354	Eh
SMILES	C=C1C=CCC1.[H][H]
largest force on an atom	0.2	eV/A
relative energy (zero: lowest compared OMol25 entry of this formula, charge and spin)	144.1	kJ/mol

Atomic partial charges in e from the Löwdin method, atoms 1 to 4: C 0.02; C -0.35; C -0.07; C -0.08



DFT (ωB97M-V with the def2-TZVPD basis set) results for a molecular structure, C20H14F6IrNO7PS3Te.

Structure (ORCA input):
```
! RIJCOSX wB97M-V def2-TZVPD def2/J DEFGRID3
* xyz -1 5
Ir -1.77 -0.98 -0.78
O -3.32 -1.59 1.68
S -3.67 -0.19 1.49
O -4.96 0.30 1.95
O -3.36 0.24 0.10
C -2.50 0.64 2.54
C -2.99 1.34 3.62
C -2.10 1.85 4.60
C -0.75 1.63 4.49
C -0.29 0.89 3.43
C -1.10 0.43 2.42
P -0.26 -0.42 0.99
C 0.93 0.82 0.44
C 0.83 2.21 0.66
C 1.83 3.06 0.14
C 2.95 2.58 -0.50
C 3.00 1.21 -0.82
C 1.99 0.37 -0.37
C 0.60 -1.77 1.83
C 1.95 -1.81 2.23
C 2.47 -2.92 2.86
C 1.60 -4.02 3.14
C 0.22 -3.92 2.80
C -0.21 -2.81 2.14
H -4.05 1.64 3.64
H -2.57 2.42 5.46
H -0.19 1.98 5.31
H 0.78 0.79 3.32
H -0.04 2.69 1.08
H 1.79 4.16 0.33
H 3.61 3.36 -0.93
H 3.85 0.86 -1.36
H 2.04 -0.66 -0.60
H 2.48 -0.89 2.07
H 3.56 -2.95 3.07
H 1.91 -4.98 3.57
H -0.52 -4.64 3.19
H -1.26 -2.83 1.90
Te -0.99 -3.09 -1.64
F 1.03 0.09 -6.90
C 1.85 0.02 -5.83
F 2.08 1.34 -5.50
F 3.00 -0.51 -6.29
S 1.14 -0.94 -4.45
O 2.10 -0.74 -3.41
O 0.90 -2.22 -5.03
N -0.25 -0.25 -4.37
S -0.80 0.95 -3.53
O -0.10 2.19 -3.73
O -1.23 0.73 -2.16
C -2.47 1.06 -4.45
F -2.32 1.10 -5.73
F -3.13 2.14 -3.99
F -3.23 0.03 -4.13
*
```

Values from the calculation:
molecular weight	941.31	g/mol
E_HOMO (spin up / spin down)	-4.316 / -6.097	eV
gap between HOMO and LUMO (spin up / spin down)	0.247 / 0.259	Eh
largest force on an atom	2.7	eV/A
relative energy (zero: lowest compared OMol25 entry of this formula, charge and spin)	0.5	kJ/mol

Atomic partial charges in e from the Löwdin method, atoms 1 to 4: Ir 0.51; O -0.36; S 0.46; O -0.32